1.
The following is a quantum chemistry calculation of an isolated ion of composition C15H18BF9N4O7PS and charge +1 at a distorted geometry, from OMol25.

The max |F| is 2.98 eV/A. Its spin multiplicity is 1. As for the structure (SMILES): [H]/N=C(\C)C[C@]1(CB(O)O)[C@H](P(O)(O)=S)C[N@H+](O)[C@@](OC#N)(C(F)(F)C(F)(F)C(F)(F)C(F)(F)F)[C@H]1N=C=O. The calculation puts the lowest unoccupied orbital energy at -3.6 eV. The HOMO-LUMO gap is 0.321 hartree. The value obtained for the HOMO energy is -12.34 eV. The net charge is +1.

Cartesian coordinates (Å):
H: 3.18382 0.83007 2.96029
N: 2.68162 1.19480 2.15694
C: 2.80077 0.43563 1.15487
C: 3.63052 -0.81891 1.19881
C: 2.15472 0.92445 -0.11952
C: 0.91328 0.20615 -0.72269
C: 1.15841 -1.29300 -0.71506
B: 2.39740 -1.86874 -1.53473
O: 3.41598 -1.13967 -2.12706
O: 2.44298 -3.20959 -1.61757
C: 0.72167 0.74690 -2.19190
P: 1.41525 2.39194 -2.64940
O: 3.00255 2.28884 -2.73960
O: 0.96877 3.46818 -1.54363
S: 0.70267 2.84810 -4.38137
C: -0.77548 0.89057 -2.55839
N: -1.55754 -0.13666 -1.79138
O: -2.80822 -0.32790 -2.43124
C: -1.71841 0.24022 -0.35753
O: -2.50014 1.41000 -0.30619
C: -3.79884 1.28363 -0.36587
N: -4.92724 1.15294 -0.43029
C: -2.28793 -0.95575 0.45395
F: -3.18382 -1.61982 -0.31336
F: -1.25671 -1.82722 0.63133
C: -2.96748 -0.68516 1.85921
F: -2.85998 0.59375 2.27299
F: -4.28697 -0.92819 1.70111
C: -2.49922 -1.62756 2.99526
F: -1.17804 -1.46867 3.24136
F: -2.75860 -2.90636 2.64491
C: -3.23044 -1.35189 4.35740
F: -2.76665 -2.30148 5.19935
F: -2.89988 -0.15817 4.84835
F: -4.54915 -1.48286 4.25623
C: -0.31215 0.70481 0.08567
N: -0.17994 0.50050 1.52216
C: -0.19419 1.50841 2.20629
O: -0.22071 2.42194 2.87076
H: 4.14640 -0.97910 0.26018
H: 3.02699 -1.68628 1.42423
H: 4.38664 -0.72903 1.96035
H: 2.93971 0.94473 -0.85827
H: 1.84894 1.93138 0.12373
H: 0.31241 -1.87852 -1.07031
H: 1.28140 -1.64633 0.29706
H: 3.17818 -0.59350 -2.87646
H: 3.23809 -3.46756 -2.09570
H: 1.12109 0.06717 -2.93124
H: 3.48168 2.80828 -2.08126
H: 1.73256 3.88342 -1.12344
H: -0.91081 0.64078 -3.59358
H: -1.17158 1.88523 -2.43385
H: -1.04249 -1.01684 -1.86820
H: -2.79805 -1.18331 -2.88043
H: -0.30884 1.77493 -0.09072

***

2.
The following is a quantum chemistry calculation of an isolated molecule of C15H18BNO3S at a distorted geometry, from OMol25.

The max |F| is 3.37 eV/A. Its spin multiplicity is 1. As for the structure (SMILES): C[C@H](CS)C(=O)N[C@@H](B(O)O)c1ccc2ccccc2c1. The calculation puts the lowest unoccupied orbital energy at -0.1 eV. The HOMO-LUMO gap is 0.288 hartree. The value obtained for the HOMO energy is -7.95 eV.

Cartesian coordinates (Å):
C: 0.15155 3.50181 -0.92795
C: 0.58982 2.50050 -2.12914
C: 0.06412 3.01110 -3.51561
S: -1.62545 3.58046 -3.31900
C: 0.03432 1.15850 -1.84393
O: -1.14512 0.90465 -1.63276
N: 1.06356 0.16282 -1.88702
C: 0.82261 -1.09594 -1.21038
B: 2.28038 -1.77907 -1.19138
O: 2.40172 -2.99531 -1.72927
O: 3.42745 -1.11329 -0.82021
C: 0.41390 -1.00659 0.24765
C: 1.28662 -0.89718 1.32805
C: 0.78616 -0.99245 2.59929
C: -0.61003 -1.22580 2.81452
C: -1.03857 -1.44850 4.09941
C: -2.34695 -1.80334 4.41312
C: -3.22838 -2.02263 3.32388
C: -2.85074 -1.68941 2.05303
C: -1.52479 -1.22258 1.70700
C: -0.92651 -1.12485 0.43460
H: -0.92962 3.74592 -0.87546
H: 0.46037 3.16204 0.02830
H: 0.72527 4.40648 -0.98410
H: 1.67792 2.49827 -2.03719
H: 0.72364 3.79000 -3.89861
H: 0.10416 2.12050 -4.13433
H: -1.96285 2.23055 -3.14157
H: 2.04226 0.27059 -2.12695
H: 0.14728 -1.72881 -1.83347
H: 3.34910 -3.29097 -1.76144
H: 4.20170 -1.14202 -1.42896
H: 2.36064 -0.85388 1.18826
H: 1.46540 -0.87284 3.43961
H: -0.38554 -1.57308 4.92603
H: -2.58798 -2.05634 5.43901
H: -4.26593 -2.29781 3.56275
H: -3.57585 -1.76867 1.25531
H: -1.57564 -1.04282 -0.43107

***

3.
The following is a quantum chemistry calculation of an isolated molecule of C15H18BrNO2 at a distorted geometry, from OMol25.

The max |F| is 5.30 eV/A. Its spin multiplicity is 1. As for the structure (SMILES): CCCCCCCc1cc2c(cc1Br)C(=O)NC2=O. The calculation puts the lowest unoccupied orbital energy at -1.0 eV. The HOMO-LUMO gap is 0.306 hartree. The value obtained for the HOMO energy is -9.28 eV.

Cartesian coordinates (Å):
C: -1.79921 -3.27119 2.77120
C: -1.00774 -4.17545 1.70382
C: 0.34490 -3.48424 1.13179
C: 0.33906 -3.62073 -0.46815
C: 1.12023 -2.46255 -1.25510
C: 0.64653 -0.97048 -0.91277
C: 1.69318 0.17117 -1.43075
C: 0.90358 1.57150 -1.22786
C: 1.32555 2.50962 -0.04813
C: 0.51309 3.80616 0.13162
C: -0.67580 4.16065 -0.80318
C: -1.06704 3.24727 -1.97991
C: -0.26111 1.91121 -2.19195
Br: -0.85625 0.78519 -3.70864
C: -1.27327 5.53339 -0.26892
O: -2.01764 6.37083 -0.84660
N: -0.68795 5.61412 1.08733
C: 0.63292 4.99865 1.19355
O: 1.62106 5.28039 1.90289
H: -1.81634 -2.17858 2.44077
H: -2.90118 -3.60815 2.82837
H: -1.37280 -3.43052 3.82516
H: -1.76528 -4.42983 0.86946
H: -0.66509 -5.17418 2.17566
H: 0.39222 -2.41495 1.52503
H: 1.25183 -4.04413 1.55614
H: -0.72769 -3.72423 -0.89394
H: 0.86322 -4.62143 -0.71646
H: 0.88770 -2.62308 -2.37900
H: 2.27326 -2.54784 -1.18709
H: 0.48273 -0.75520 0.19496
H: -0.38055 -0.82883 -1.42621
H: 2.02881 0.00605 -2.50687
H: 2.57040 0.11758 -0.67995
H: 2.18450 2.27150 0.65673
H: -1.94379 3.51731 -2.65736
H: -0.85605 6.49298 1.59435